(1)
46
Properties=species:S:1:pos:R:3 method="wB97M-V/def2-TZVPD" gap_ha=0.28129 fmax_ha_per_bohr=0.029 mol_weight_g_mol=420.45 smiles="Cc1cc(C)c2nc(N3C(=O)C(O)=C(C(=O)c4ccco4)[C@@H]3c3ccco3)sc2c1" relative_energy_ev=2.843
C 4.023 3.667 4.390
C 3.493 2.887 3.226
C 4.261 2.774 2.064
C 3.837 2.072 0.952
C 4.664 1.961 -0.289
C 2.584 1.457 1.017
N 2.010 0.726 0.019
C 0.864 0.278 0.348
N 0.075 -0.509 -0.443
C 0.428 -1.002 -1.671
O 1.452 -0.859 -2.297
C -0.725 -1.822 -2.134
O -0.634 -2.393 -3.329
C -1.703 -1.808 -1.204
C -3.049 -2.394 -1.196
O -3.952 -1.913 -0.532
C -3.254 -3.590 -2.009
C -4.441 -4.187 -2.378
C -4.091 -5.323 -3.129
C -2.724 -5.345 -3.152
O -2.216 -4.313 -2.482
C -1.292 -0.873 -0.086
C -2.179 0.332 -0.040
C -2.914 0.879 0.969
C -3.545 2.019 0.416
C -3.142 2.076 -0.881
O -2.314 1.059 -1.168
S 0.305 0.707 1.986
C 1.807 1.568 2.189
C 2.251 2.277 3.290
H 3.325 3.649 5.222
H 4.974 3.252 4.722
H 4.196 4.703 4.103
H 5.228 3.256 2.036
H 4.178 1.294 -0.995
H 5.656 1.579 -0.052
H 4.783 2.940 -0.751
H 0.235 -2.143 -3.698
H -5.421 -3.831 -2.137
H -4.755 -6.028 -3.585
H -2.031 -6.033 -3.597
H -1.320 -1.363 0.894
H -2.998 0.512 1.971
H -4.205 2.695 0.918
H -3.363 2.763 -1.674
H 1.640 2.349 4.176

***

(2)
18
Properties=species:S:1:pos:R:3 method="wB97M-V/def2-TZVPD" total_charge=+1 gap_ha="0.39389 / 0.10868" multiplicity=2 fmax_ha_per_bohr=0.033 mol_weight_g_mol=108.09 relative_energy_ev=1.647
O 4.939 19.597 -15.169
H 4.092 19.986 -15.387
H 5.447 19.658 -15.978
O 8.201 22.082 -16.188
H 8.888 21.445 -15.993
H 7.594 22.013 -15.451
O 5.658 23.567 -17.630
H 5.780 22.751 -18.114
H 5.220 24.150 -18.250
O 6.724 20.068 -17.340
H 6.114 20.439 -17.978
H 7.457 20.685 -17.322
O 5.326 21.379 -19.265
H 4.627 20.808 -19.583
H 5.618 21.857 -20.041
O 8.076 17.645 -18.860
H 7.499 16.950 -18.544
H 7.719 18.446 -18.476

***

(3)
92
Properties=species:S:1:pos:R:3 method="wB97M-V/def2-TZVPD" total_charge=-1 gap_ha="0.25865 / 0.25282" multiplicity=3 fmax_ha_per_bohr=0.075 mol_weight_g_mol=587.60
C 5.688 0.025 0.002
C 5.781 0.241 -1.522
P 4.359 1.275 -2.078
C 5.018 2.225 -3.533
C 2.991 0.079 -2.674
N 1.617 0.663 -2.606
C 0.699 -0.195 -1.820
C 1.535 1.975 -2.028
C 1.532 3.132 -3.009
O 1.403 2.189 -0.843
C 3.374 -0.125 -4.187
O 2.897 -1.391 -4.586
B 2.876 -2.153 -3.340
N 3.698 -3.524 -3.271
C 4.890 -3.357 -3.341
S 6.479 -3.210 -3.518
O 3.109 -1.205 -2.216
H 5.280 -0.951 0.232
H 6.685 0.103 0.431
H 5.097 0.801 0.471
H 6.695 0.799 -1.705
H 5.871 -0.699 -2.061
H 5.423 3.162 -3.165
H 4.234 2.479 -4.234
H 5.812 1.706 -4.061
H -0.123 0.397 -1.442
H 1.155 -0.677 -0.964
H 0.252 -0.909 -2.495
H 1.241 2.753 -3.982
H 2.474 3.662 -3.036
H 0.756 3.822 -2.698
H 3.080 0.685 -4.845
H 4.465 -0.250 -4.200
H 1.692 -2.509 -3.195
C 0.819 2.458 2.347
C -0.711 2.232 2.377
C -1.426 3.505 1.928
C -1.393 4.620 2.974
C -1.911 4.116 4.321
C -1.201 2.850 4.803
N -1.160 1.805 3.741
O -2.327 1.255 3.656
C 0.222 3.202 5.278
C -1.899 2.322 6.053
C -0.961 1.129 1.356
H 1.331 1.763 3.015
H 1.222 2.296 1.348
H 1.110 3.474 2.614
H -2.472 3.276 1.696
H -0.975 3.858 0.998
H -0.380 5.018 3.080
H -2.011 5.456 2.636
H -1.804 4.901 5.074
H -2.985 3.921 4.232
H 0.778 2.299 5.532
H 0.172 3.824 6.173
H 0.802 3.767 4.555
H -2.956 2.119 5.884
H -1.835 3.064 6.849
H -1.426 1.405 6.407
H -0.470 0.200 1.651
H -0.555 1.431 0.396
H -2.022 0.925 1.210
C -2.713 -4.900 0.655
C -2.664 -3.355 0.634
C -4.053 -2.789 0.931
C -5.032 -2.949 -0.233
C -4.438 -2.377 -1.520
C -3.055 -2.939 -1.848
N -2.140 -2.864 -0.675
O -1.741 -1.646 -0.532
C -3.187 -4.392 -2.346
C -2.466 -2.184 -3.037
C -1.713 -2.976 1.766
H -1.894 -5.327 0.075
H -2.612 -5.273 1.674
H -3.651 -5.308 0.283
H -3.970 -1.725 1.173
H -4.457 -3.276 1.822
H -5.300 -4.001 -0.371
H -5.964 -2.430 0.002
H -5.115 -2.570 -2.356
H -4.376 -1.288 -1.422
H -2.204 -4.841 -2.489
H -3.703 -4.410 -3.306
H -3.764 -5.036 -1.686
H -2.403 -1.112 -2.858
H -3.100 -2.329 -3.912
H -1.467 -2.549 -3.279
H -0.708 -3.356 1.576
H -2.068 -3.409 2.701
H -1.652 -1.899 1.917

***

(4)
45
Properties=species:S:1:pos:R:3 method="wB97M-V/def2-TZVPD" total_charge=-1 gap_ha="0.27181 / 0.29421" multiplicity=2 fmax_ha_per_bohr=0.007 mol_weight_g_mol=460.22
Co -0.246 -0.714 -0.388
C -0.649 -2.444 0.720
C -1.866 -1.834 0.348
C -1.854 -0.500 0.870
C -0.679 -0.322 1.667
C 0.085 -1.498 1.533
C 1.429 -1.793 2.119
C -0.338 0.911 2.442
C -2.912 0.530 0.638
C -2.945 -2.387 -0.528
C -0.148 -3.812 0.383
H 1.359 -2.580 2.875
H 1.863 -0.915 2.596
H 2.126 -2.133 1.352
H -0.816 0.909 3.426
H -0.664 1.811 1.919
H 0.738 1.002 2.597
H -3.605 0.586 1.483
H -3.486 0.305 -0.259
H -2.475 1.520 0.499
H -3.892 -2.469 0.013
H -2.687 -3.379 -0.896
H -3.113 -1.748 -1.397
H -0.070 -4.439 1.275
H 0.842 -3.771 -0.075
H -0.810 -4.318 -0.319
N 1.495 -1.139 -1.094
C 2.558 -1.498 -1.399
N 3.775 -1.802 -1.715
C 4.073 -3.096 -1.715
N 4.414 -4.204 -1.725
Br 2.715 5.866 0.407
C 1.657 4.522 -0.425
C 1.932 3.190 -0.180
C 1.142 2.216 -0.777
C 0.099 2.564 -1.624
C -0.136 3.914 -1.875
C 0.626 4.899 -1.271
C -0.807 1.546 -2.308
O -1.373 1.887 -3.338
O -0.973 0.418 -1.721
H 2.752 2.909 0.467
H 1.365 1.174 -0.583
H -0.932 4.171 -2.561
H 0.429 5.946 -1.456

***

(5)
20
Properties=species:S:1:pos:R:3 method="wB97M-V/def2-TZVPD" gap_ha=0.32365 fmax_ha_per_bohr=0.005 mol_weight_g_mol=99.18 relative_energy_ev=4.694
C -2.368 -0.427 1.904
C -1.795 0.212 0.640
C -0.295 0.244 0.644
N 0.360 0.292 -0.507
C 0.523 -0.619 -1.511
C 1.728 -0.020 -0.871
C 2.574 1.097 -1.436
H -2.031 0.100 2.804
H -2.049 -1.470 1.985
H -3.463 -0.399 1.891
H -2.121 -0.340 -0.251
H -2.183 1.237 0.536
H -0.022 -1.687 0.478
H 0.220 0.660 1.511
H 0.160 -0.532 -2.529
H 0.139 -1.801 -0.366
H 2.243 -0.679 -0.159
H 3.371 0.680 -2.061
H 1.965 1.761 -2.058
H 3.044 1.693 -0.644

***

(6)
54
Properties=species:S:1:pos:R:3 method="wB97M-V/def2-TZVPD" total_charge=+1 gap_ha=0.22085 fmax_ha_per_bohr=0.236 mol_weight_g_mol=383.42 relative_energy_ev=12.427
C -4.844 -4.818 1.296
C -4.922 -3.779 0.321
N -4.720 -2.528 -0.531
C -5.757 -1.439 -0.807
N -5.198 -0.374 -1.729
N -6.016 0.677 -2.112
C -5.389 2.032 -1.870
C -5.078 2.386 -0.300
C -3.779 -0.754 -2.091
C -2.770 0.074 -3.082
O -1.448 -0.636 -3.040
C -0.621 -0.088 -1.927
C 0.774 0.793 -2.167
O -0.931 -0.298 -0.617
C -3.454 -2.178 -1.298
N -2.217 -3.050 -1.304
C -2.268 -3.744 -2.516
O -2.027 -4.231 -3.764
H -4.834 -5.844 1.904
H -6.866 -1.375 -0.415
H -6.365 0.571 -3.100
H -6.190 2.837 -2.238
H -4.420 2.248 -2.501
H -5.399 1.564 0.470
H -5.687 3.375 -0.021
H -3.936 2.702 -0.209
H -3.103 0.091 -4.214
H -2.534 1.164 -2.665
H 1.672 0.121 -2.553
H 0.642 1.663 -2.944
H 1.101 1.320 -1.147
C 2.291 -1.208 1.599
O 3.675 -0.922 1.695
C 4.276 -0.608 0.441
C 5.291 0.530 0.589
O 4.716 1.821 0.838
C 4.067 2.006 2.103
C 5.011 2.000 3.313
O 5.515 0.691 3.564
C 6.892 0.675 3.904
H 2.144 -2.229 1.236
H 1.856 -1.118 2.598
H 1.778 -0.494 0.946
H 3.521 -0.319 -0.305
H 4.790 -1.510 0.090
H 5.819 0.628 -0.367
H 6.058 0.299 1.330
H 3.247 1.301 2.226
H 3.607 2.998 2.050
H 4.452 2.306 4.208
H 5.819 2.715 3.145
H 7.475 1.326 3.242
H 7.262 -0.345 3.778
H 7.024 0.976 4.946

***

(7)
25
Properties=species:S:1:pos:R:3 method="wB97M-V/def2-TZVPD" total_charge=+1 gap_ha=0.31932 fmax_ha_per_bohr=0.092 mol_weight_g_mol=234.08
C -0.673 1.464 -0.418
C 1.583 -0.777 -0.287
C 0.056 -0.984 -0.056
C 2.267 -0.573 1.061
C -0.659 0.078 -0.967
C -2.558 -0.126 0.135
N 1.798 0.525 1.844
N -1.130 -0.213 -2.265
O -1.299 2.428 -1.111
O -0.183 1.729 0.670
F -3.432 0.753 -0.344
Cl -2.250 0.250 1.804
Cl -2.996 -1.704 -0.205
H 1.948 -1.751 -0.598
H 1.781 0.037 -0.944
H -0.233 -1.040 0.964
H -0.136 -2.018 -0.361
H 3.253 -0.436 0.919
H 2.090 -1.649 1.475
H 0.800 0.834 1.397
H 2.355 1.366 1.710
H 1.701 0.445 2.847
H -1.983 2.078 -1.783
H -1.040 0.412 -2.982
H -1.058 -1.127 -2.507

***

(8)
142
Properties=species:S:1:pos:R:3 method="wB97M-V/def2-TZVPD" total_charge=+1 gap_ha=0.23596 fmax_ha_per_bohr=0.016 mol_weight_g_mol=1016.41 relative_energy_ev=0.313
Be -1.586 -0.696 0.897
C 7.592 -1.495 -0.348
C 6.145 -1.082 -0.350
C 5.770 0.223 -0.034
C 4.436 0.596 0.006
C 3.469 -0.348 -0.292
C 3.810 -1.656 -0.602
C 5.148 -2.014 -0.634
S 1.734 0.091 -0.149
O 1.699 1.076 0.968
C 1.609 0.898 -1.772
C 1.494 -0.058 -2.811
C 1.417 0.341 -4.106
C 1.397 1.721 -4.430
C 1.304 2.155 -5.773
C 1.251 3.486 -6.076
C 1.259 4.443 -5.041
C 1.345 4.052 -3.733
C 1.452 2.682 -3.390
C 1.585 2.246 -2.029
C 1.634 3.272 -0.946
C 2.776 4.110 -0.804
C 3.939 3.936 -1.600
C 5.040 4.719 -1.408
C 5.043 5.723 -0.415
C 3.942 5.914 0.367
C 2.786 5.112 0.200
C 1.652 5.274 1.028
C 0.575 4.445 0.904
C 0.574 3.448 -0.084
S -0.830 2.302 -0.057
O -1.786 2.934 0.925
C -1.512 2.653 -1.680
C -1.653 1.605 -2.573
C -2.157 1.850 -3.842
C -2.533 3.135 -4.221
C -3.054 3.414 -5.605
C -2.411 4.171 -3.291
C -1.902 3.939 -2.027
H 8.248 -0.637 -0.209
H 7.860 -1.989 -1.283
H 7.784 -2.201 0.462
H 6.533 0.958 0.197
H 4.142 1.602 0.282
H 3.032 -2.390 -0.790
H 5.425 -3.037 -0.866
H 1.485 -1.113 -2.551
H 1.361 -0.384 -4.910
H 1.275 1.408 -6.558
H 1.197 3.811 -7.107
H 1.202 5.496 -5.287
H 1.335 4.798 -2.949
H 3.952 3.165 -2.360
H 5.923 4.569 -2.017
H 5.927 6.331 -0.270
H 3.938 6.676 1.137
H 1.654 6.058 1.777
H -0.293 4.545 1.542
H -1.347 0.606 -2.281
H -2.249 1.033 -4.550
H -3.184 2.492 -6.170
H -2.357 4.054 -6.150
H -4.012 3.934 -5.562
H -2.708 5.175 -3.571
H -1.799 4.747 -1.310
C -6.585 0.248 0.689
N -5.220 -0.241 0.787
C -4.120 0.524 0.766
N -4.214 1.845 0.751
O -2.988 -0.037 0.758
H -7.220 -0.568 0.356
H -6.657 1.046 -0.050
H -6.958 0.606 1.650
H -5.067 -1.235 0.818
H -5.099 2.313 0.806
H -3.327 2.364 0.794
C 0.406 0.631 8.648
C -0.151 0.445 7.269
C 0.385 1.117 6.177
C -0.091 0.921 4.891
C 0.505 1.704 3.758
C -1.156 0.006 4.703
C -1.623 -0.345 3.401
O -1.052 -0.073 2.332
C -1.754 -0.645 5.815
C -2.917 -1.600 5.673
C -1.232 -0.418 7.068
H 1.215 1.359 8.661
H 0.788 -0.318 9.028
H -0.375 0.962 9.335
H 1.201 1.814 6.333
H 1.152 2.490 4.144
H -0.269 2.152 3.131
H 1.091 1.070 3.092
H -2.548 -0.934 3.358
H -2.650 -2.470 5.071
H -3.778 -1.116 5.207
H -3.225 -1.955 6.653
H -1.662 -0.925 7.925
C 1.615 -6.250 1.136
C 1.416 -4.771 1.353
C 2.334 -4.026 2.073
C 2.098 -2.672 2.272
C 3.013 -1.837 3.133
C 0.990 -2.076 1.690
C 0.039 -2.777 0.913
C 0.281 -4.160 0.824
N -1.065 -2.101 0.307
C -1.860 -2.883 -0.698
C -2.790 -3.874 0.034
C -3.625 -4.693 -0.950
C -2.682 -5.430 -1.913
C -1.860 -4.415 -2.721
C -2.804 -3.508 -3.509
C -3.671 -2.749 -2.506
C -4.537 -3.763 -1.754
C -2.784 -1.965 -1.529
C -0.991 -3.554 -1.794
H 2.589 -6.574 1.501
H 1.547 -6.500 0.076
H 0.849 -6.828 1.658
H 3.206 -4.500 2.512
H 3.967 -2.338 3.298
H 2.550 -1.656 4.107
H 3.209 -0.865 2.673
H 0.848 -1.025 1.893
H -0.420 -4.832 0.362
H -3.441 -3.281 0.693
H -2.222 -4.539 0.682
H -4.228 -5.416 -0.396
H -3.270 -6.046 -2.599
H -2.020 -6.097 -1.352
H -1.210 -4.955 -3.413
H -3.434 -4.099 -4.181
H -2.231 -2.809 -4.126
H -4.313 -2.037 -3.034
H -5.116 -4.349 -2.474
H -5.257 -3.263 -1.093
H -3.426 -1.398 -0.877
H -2.170 -1.252 -2.091
H -0.528 -2.751 -2.381
H -0.177 -4.152 -1.412

***

no.,calculated total energy (Eh)
1,-1731.8497
2,-458.2111
3,-2420.1747
4,-5007.0693
5,-290.9862
6,-1333.5241
7,-1515.7455
8,-3755.9697